# 1
Here is a 2-piece molecular cluster, C6H17NO overall at a distorted geometry from OMol25. Energies are from the ωB97M-V functional and the def2-TZVPD basis.

Cartesian coordinates (Å):
C 1.214 2.123 0.842
C 1.573 1.148 -0.260
N 0.438 0.147 -0.144
C -0.518 0.429 -1.212
C -1.957 0.432 -0.601
C 1.028 -1.211 -0.184
C 0.090 -2.343 -0.655
H 0.342 2.746 0.667
H 2.012 2.879 1.067
H 0.979 1.550 1.917
H 1.654 1.678 -1.168
H 2.612 0.790 0.170
H -0.589 -0.204 -2.089
H -0.541 1.358 -1.853
H -2.193 -0.554 -0.378
H -2.667 0.977 -1.037
H -1.878 0.920 0.507
H 1.168 -1.343 0.916
H 1.852 -1.415 -0.855
H -0.944 -2.146 -0.729
H 0.232 -3.123 0.155
H 0.145 -2.643 -1.735
H -1.859 -0.362 2.689
H -0.759 -0.698 1.818
O -1.431 -1.135 2.153

Calculated values
Total charge: +1
Frontier orbital gap (spin up / spin down) (eV): 12.53 / 7.04
<S²>: 0.754
2S+1: 2
Largest force on an atom (eV/A): 7.995
Calculated total energy (Ha): -368.3461

---

# 2
Here is a 2-piece molecular cluster, C6H17NO2 overall at a distorted geometry from OMol25. Energies are from the ωB97M-V functional and the def2-TZVPD basis.

Cartesian coordinates (Å):
C -3.401 0.591 0.336
C -1.994 1.120 0.000
C -0.831 0.509 0.869
C 0.554 0.891 0.346
C 0.800 0.395 -1.142
N 1.767 -0.738 -1.046
C 3.092 -0.350 -0.345
O 3.652 0.558 -1.207
H -4.057 0.837 -0.541
H -3.701 1.181 1.183
H -3.536 -0.495 0.424
H -1.779 1.189 -1.030
H -1.727 2.161 0.146
H -0.852 -0.501 0.981
H -1.078 0.744 1.832
H 0.617 2.009 0.214
H 1.347 0.870 1.187
H 1.232 1.054 -1.843
H -0.151 -0.175 -1.427
H 2.105 -1.037 -1.933
H 3.702 -1.414 -0.344
H 2.918 -0.266 0.708
H 4.057 1.335 -0.714
O -1.200 -3.492 1.315
H -0.865 -4.228 0.913
H -0.671 -2.748 1.118

Calculated values
Total charge: 0
Frontier orbital gap (eV): 9.67
SMILES string: CCCCCNCO.O
Largest force on an atom (eV/A): 6.279
Calculated total energy (Ha): -443.9235

---

# 3
Here is a 3-piece molecular cluster, C6H17NO3 overall at a distorted geometry from OMol25. Energies are from the ωB97M-V functional and the def2-TZVPD basis.

Cartesian coordinates (Å):
C 1.432 -1.330 -2.683
C 0.940 -2.150 -1.513
C 0.175 -1.354 -0.448
C 0.717 -0.096 -0.007
C 0.390 0.458 1.504
N 0.153 1.898 1.512
C 1.358 0.175 2.659
O 2.477 0.692 2.570
H 0.772 -1.417 -3.569
H 2.506 -1.513 -2.848
H 1.543 -0.215 -2.550
H 0.425 -2.962 -2.098
H 1.872 -2.619 -1.029
H -0.253 -1.941 0.461
H -0.780 -1.023 -0.899
H 0.532 0.778 -0.542
H 1.822 0.055 -0.051
H -0.503 -0.123 1.728
H -0.403 2.224 2.324
H 1.071 2.404 1.442
H 0.984 -0.285 3.581
O -2.223 0.573 2.260
H -2.090 1.157 1.487
H -3.089 0.268 2.079
O -3.535 2.006 -1.515
H -2.831 2.636 -1.381
H -3.462 1.706 -2.470

Calculated values
Total charge: 0
Frontier orbital gap (eV): 9.62
SMILES string: CCCC[C@H](N)C=O.O.O
Largest force on an atom (eV/A): 6.672
Calculated total energy (Ha): -519.1925

---

# 4
Here is one molecule with the formula C6H17NOSi at a distorted geometry from OMol25. Energies are from the ωB97M-V functional and the def2-TZVPD basis.

Cartesian coordinates (Å):
C 2.724 -0.707 -0.091
C 2.099 0.635 0.245
Si 0.165 0.562 0.428
O -0.372 1.440 1.756
C -0.505 1.635 -1.010
C -2.016 1.846 -0.739
N -0.654 -0.930 0.293
C -0.935 -1.721 1.472
C -0.809 -1.601 -1.104
H 2.596 -1.320 0.804
H 2.279 -1.229 -0.898
H 3.762 -0.601 -0.218
H 2.339 1.280 -0.618
H 2.724 0.955 1.093
H -0.118 1.108 2.711
H -0.041 2.600 -1.223
H -0.495 1.210 -2.086
H -2.573 0.976 -0.496
H -2.074 2.677 0.057
H -2.578 2.277 -1.547
H -0.278 -2.611 1.607
H -0.787 -1.198 2.395
H -1.929 -2.057 1.433
H -0.712 -2.707 -0.971
H -1.781 -1.319 -1.524
H -0.029 -1.200 -1.771

Calculated values
Total charge: 0
Frontier orbital gap (eV): 9.26
SMILES string: CC[Si](O)(CC)N(C)C
Largest force on an atom (eV/A): 3.396
Calculated total energy (Ha): -658.3251

---

# 5
Here is C6H18AgN4O5 as an isolated structure at a distorted geometry from OMol25. Energies are from the ωB97M-V functional and the def2-TZVPD basis.

Cartesian coordinates (Å):
Ag 0.134 -0.249 -1.049
O -1.301 -1.300 -2.998
C -2.600 -1.279 -2.448
C -2.874 -1.297 -0.853
O -2.563 -0.131 -0.096
H -3.181 -2.116 -2.835
H -3.180 -0.444 -2.840
H -2.325 -2.194 -0.565
H -3.881 -1.651 -0.635
C 0.271 4.008 0.357
C -0.989 3.213 -0.114
O -0.716 1.893 -0.376
H 1.167 3.818 -0.235
H 0.643 3.719 1.340
H -0.114 5.028 0.357
H -1.358 3.705 -1.014
H -1.815 3.207 0.596
H -1.475 1.330 -0.205
C 0.440 0.097 2.174
O 0.873 -0.304 1.123
N -0.801 0.150 2.377
N 1.142 0.439 3.171
H -1.206 0.200 3.301
H -1.338 -0.116 1.564
H 2.138 0.576 3.071
H 0.722 0.562 4.081
C 2.616 -2.476 -1.153
O 1.569 -2.214 -1.667
N 3.398 -3.474 -1.538
N 3.078 -1.817 -0.123
H 4.219 -3.739 -1.014
H 3.088 -3.954 -2.370
H 2.571 -0.954 0.016
H 3.646 -2.237 0.599

Calculated values
Total charge: -2
Frontier orbital gap (spin up / spin down) (eV): 2.39 / 5.22
<S²>: 0.750
2S+1: 2
Largest force on an atom (eV/A): 6.248
Calculated total energy (Ha): -981.4487

---

# 6
Here is C6H18AlN4O4P as an isolated structure at a distorted geometry from OMol25. Energies are from the ωB97M-V functional and the def2-TZVPD basis.

Cartesian coordinates (Å):
Al 0.342 -4.488 0.947
N -2.672 -3.425 -0.695
O -2.668 -4.584 -0.224
O -1.598 -2.922 -0.665
O -3.681 -2.869 -0.996
O 0.545 -1.518 0.639
P 0.504 -0.055 0.263
N -1.157 0.562 0.153
C -2.099 0.140 -0.940
C -1.925 0.943 1.376
N 1.270 0.149 -1.327
C 1.927 1.350 -1.640
C 1.095 -0.851 -2.356
N 1.098 0.942 1.452
C 2.036 0.441 2.480
C 1.148 2.383 1.268
H -2.133 0.982 -1.632
H -3.096 -0.167 -0.626
H -1.591 -0.640 -1.508
H -2.401 1.918 1.274
H -1.386 0.768 2.307
H -2.731 0.213 1.454
H 1.931 1.330 -2.730
H 1.264 2.158 -1.330
H 2.808 1.460 -1.009
H 1.900 -1.560 -2.163
H 0.224 -1.429 -2.049
H 0.865 -0.400 -3.322
H 1.369 -0.073 3.172
H 2.669 -0.241 1.912
H 2.747 1.131 2.934
H 1.148 2.960 2.192
H 0.254 2.623 0.692
H 1.993 2.773 0.700

Calculated values
Total charge: +2
Frontier orbital gap (eV): 3.03
Largest force on an atom (eV/A): 5.900
Calculated total energy (Ha): -1342.2473

---

# 7
Here is C6H18BMgNO4P as an isolated structure at a distorted geometry from OMol25. Energies are from the ωB97M-V functional and the def2-TZVPD basis.

Cartesian coordinates (Å):
C 0.945 3.638 0.223
N 0.050 3.034 -0.791
C -0.828 2.007 -0.236
P 0.057 0.323 -0.428
C -1.427 -0.788 -0.179
O -1.075 -1.895 0.633
C -0.946 -1.712 1.977
C -2.094 -1.052 2.665
O 0.029 -2.131 2.536
B 1.216 -1.108 -1.154
O 2.573 -0.771 -1.209
O 0.767 -2.262 -1.657
C 1.354 -3.496 -1.158
H 1.839 4.038 -0.245
H 0.453 4.462 0.733
H 1.224 2.890 0.954
H -0.521 3.769 -1.183
H -1.088 2.150 0.809
H -1.708 1.975 -0.871
H -0.306 0.668 -2.030
H 1.279 1.276 -0.616
H 0.513 0.182 0.935
H -2.301 -0.243 0.177
H -1.713 -1.197 -1.145
H -3.043 -1.501 2.397
H -2.106 0.014 2.458
H -1.930 -1.175 3.730
H 2.981 -1.114 -2.015
H 2.250 -3.734 -1.722
H 1.613 -3.399 -0.109
H 0.599 -4.259 -1.280
Mg 1.346 1.414 -2.198

Calculated values
Total charge: +1
Frontier orbital gap (eV): 6.55
Largest force on an atom (eV/A): 2.759
Calculated total energy (Ha): -1161.1145

---

# 8
Here is C6H18CoO6 as an isolated structure at a distorted geometry from OMol25. Energies are from the ωB97M-V functional and the def2-TZVPD basis.

Cartesian coordinates (Å):
Co 0.027 0.193 0.085
C -0.267 -0.856 -1.788
C -0.446 0.635 -2.056
O 0.333 1.345 -1.131
O -0.607 -1.131 -0.524
H 0.735 -1.099 -2.142
H -0.846 -1.477 -2.472
H -1.485 0.964 -2.086
H -0.039 0.873 -3.038
H 0.721 2.076 -1.618
H -0.993 -2.005 -0.434
C 0.975 -1.881 0.783
C 1.987 -0.839 0.471
O 1.598 0.089 -0.433
O -0.146 -1.095 1.120
H 1.355 -2.466 1.620
H 0.777 -2.438 -0.133
H 2.794 -1.372 -0.031
H 2.402 -0.340 1.347
H 2.288 0.231 -1.085
H -0.627 -1.689 1.701
C -0.784 1.181 2.012
C -1.583 1.499 0.666
O -1.727 0.464 -0.260
O 0.538 0.728 1.572
H -1.286 0.434 2.627
H -0.668 2.121 2.551
H -1.145 2.355 0.152
H -2.503 1.972 1.012
H -2.506 0.626 -0.797
H 1.126 0.900 2.312

Calculated values
Total charge: +2
Frontier orbital gap (spin up / spin down) (eV): 9.51 / 9.93
<S²>: 3.759
2S+1: 4
Largest force on an atom (eV/A): 19.947
Calculated total energy (Ha): -2072.2581